# 1
{"formula": "C14H40Cl12N3O2", "method": "ωB97M-V/def2-TZVPD", "species": ["H", "H", "H", "Cl", "H", "H", "N", "Cl", "C", "C", "H", "C", "H", "H", "Cl", "Cl", "H", "C", "H", "O", "Cl", "H", "H", "H", "H", "H", "C", "H", "H", "C", "H", "H", "H", "H", "H", "H", "H", "C", "C", "H", "H", "H", "H", "N", "H", "H", "H", "O", "H", "H", "H", "C", "C", "Cl", "Cl", "Cl", "H", "N", "H", "Cl", "C", "Cl", "H", "C", "H", "H", "Cl", "Cl", "C", "C", "H"], "coordinates": [[2.49, 2.33, 1.69], [-2.81, 4.84, 1.86], [1.21, -0.73, -3.51], [0.07, -5.01, 2.85], [-1.59, -2.91, -1.30], [1.32, 2.14, 0.58], [0.14, 3.98, -2.35], [1.18, -5.31, -0.45], [-2.01, -4.62, -2.49], [-2.76, 4.72, 0.78], [-1.75, 1.08, -0.33], [6.03, -0.06, 0.01], [-0.50, -1.02, -0.60], [0.85, 3.48, -2.87], [-0.61, 1.93, 4.96], [-2.93, -2.51, 1.04], [0.08, 3.36, -1.51], [-1.60, 5.52, 0.19], [1.05, -3.05, -0.08], [-0.21, 2.40, -0.11], [5.47, 0.59, 1.65], [2.69, -0.31, -2.98], [2.79, 2.44, -0.05], [-1.12, -5.14, -2.12], [0.38, 4.94, -2.12], [-2.60, 3.65, 0.67], [0.56, -3.88, 0.42], [-0.66, 5.09, 0.53], [4.78, -1.78, -0.17], [-1.82, -3.14, -2.34], [6.98, -0.59, 0.09], [-2.79, -2.75, -2.64], [-1.95, -4.90, -3.55], [-0.51, -3.90, 0.20], [-0.22, -0.47, 1.00], [2.07, -4.08, 2.01], [-1.65, 5.37, -0.89], [0.03, -0.24, -0.04], [-0.67, 1.11, -0.54], [2.40, 0.99, 0.61], [0.25, -0.79, 4.67], [0.22, 1.20, 2.89], [-3.31, -0.74, -0.95], [2.33, 2.01, 0.74], [1.62, -0.82, -1.91], [-0.47, -1.11, 3.00], [-4.91, -1.00, -0.43], [1.42, -0.33, -0.21], [2.12, -1.97, -3.09], [-0.66, 1.21, -1.63], [6.27, 0.82, -0.57], [-0.54, -0.59, 3.95], [4.89, -0.81, -0.66], [-2.18, -1.00, 4.57], [-1.40, 7.23, 0.54], [-4.33, 1.37, -0.19], [0.89, -2.93, 2.38], [1.96, -1.00, -2.87], [3.94, -0.32, -0.85], [5.44, -1.34, -2.29], [-0.59, 0.86, 3.53], [-0.64, -2.51, -3.48], [-4.48, -0.85, 1.83], [-3.61, -0.83, 1.18], [-2.81, -0.23, 1.60], [-0.82, 3.98, -2.70], [-4.31, 5.13, 0.07], [-3.57, -5.00, -1.79], [-4.04, -0.39, -0.21], [1.00, -3.89, 1.87], [-1.48, 1.05, 2.94]], "mulliken_charge": [0.399, 0.376, 0.372, -0.176, -0.549, -0.052, -0.207, -0.217, -0.424, 0.329, -0.629, -0.512, -0.680, 0.394, -0.186, -0.113, -0.078, -0.047, -0.412, -0.974, -0.195, 0.371, 0.362, 0.201, 0.390, -0.399, 0.805, 0.013, 0.310, 0.365, 0.409, 0.359, 0.409, -0.201, -0.966, 0.432, 0.086, 1.741, 0.567, 0.248, 0.439, -0.258, 0.044, -0.137, -0.027, -0.588, 0.469, -1.021, 0.370, 0.246, 0.293, 0.581, 0.280, -0.171, -0.184, -0.138, -0.111, -0.188, -0.353, -0.222, 0.143, -0.273, 0.486, 0.427, -0.696, 0.407, -0.180, -0.143, -0.433, -0.095, 0.114], "charge": 1, "gap_ev": 7.171, "total_energy_ev": -173993.672}

# 2
{"formula": "C4H16N2O3", "method": "ωB97M-V/def2-TZVPD", "species": ["C", "N", "H", "C", "C", "O", "H", "H", "H", "H", "H", "H", "H", "H", "H", "H", "N", "H", "H", "O", "H", "C", "H", "O", "H"], "coordinates": [[-1.74, -1.51, -0.81], [2.85, 0.04, -1.37], [2.97, -0.27, -2.33], [-0.50, -0.67, -0.47], [-0.78, 0.82, -0.71], [0.27, 0.70, 3.25], [2.51, -1.87, -0.73], [2.48, 0.98, -1.41], [-0.67, 1.07, -1.76], [-1.73, 1.72, 2.94], [-1.52, 2.00, 1.46], [-1.79, -1.83, -1.84], [0.17, 1.11, 2.37], [0.51, -2.02, -1.65], [-2.63, -0.93, -0.57], [0.23, -0.26, 3.13], [0.65, -1.09, -1.26], [0.91, 1.70, -0.18], [-0.31, -0.77, 0.60], [0.00, 1.70, 0.12], [-1.80, 1.07, -0.47], [1.98, -0.91, -0.67], [1.91, -0.57, 0.35], [-2.14, 2.16, 2.18], [-1.84, -2.37, -0.15]], "nbo_charge": [-0.622, -0.829, 0.357, -0.077, -0.077, -0.955, 0.185, 0.337, 0.181, 0.480, 0.469, 0.214, 0.483, 0.373, 0.222, 0.471, -0.659, 0.476, 0.166, -0.753, 0.184, -0.064, 0.174, -0.954, 0.219], "de_lowest_kcal_mol": 24.0, "gap_ev": 9.992, "smiles": "C[C@H](CO)NCN.O.O", "total_energy_ev": -13529.780}

# 3
{"formula": "C11H17N2", "method": "ωB97M-V/def2-TZVPD", "species": ["H", "H", "C", "C", "C", "H", "H", "H", "C", "H", "H", "N", "C", "H", "H", "H", "C", "H", "N", "C", "C", "H", "C", "H", "H", "C", "H", "H", "C", "H"], "coordinates": [[0.48, -0.04, -2.52], [3.77, -0.49, 1.03], [-1.02, -1.65, -0.30], [2.05, 0.16, 0.17], [-1.54, 2.74, 0.47], [-0.83, 2.01, -1.77], [-1.61, -1.54, 1.86], [0.13, -3.33, -0.91], [0.25, -1.00, -0.60], [3.91, 1.05, 0.49], [-1.62, 0.38, -1.70], [1.68, 0.83, -0.94], [0.30, 0.20, -1.41], [2.96, 0.91, 1.90], [-1.62, -1.40, -1.10], [-0.72, 3.33, 0.04], [-1.47, 1.35, 0.08], [-2.50, 3.14, 0.19], [1.29, -0.89, 0.35], [3.25, 0.44, 0.98], [-1.54, -0.97, 0.94], [-2.28, 0.63, 1.96], [-1.01, 1.11, -1.30], [-0.48, -3.53, 0.64], [-1.55, -3.65, -0.66], [-1.67, 0.41, 1.09], [1.47, -1.60, 1.07], [2.15, 1.73, -1.31], [-0.70, -3.11, -0.31], [-1.52, 2.79, 1.58]], "nbo_charge": [0.252, 0.255, -0.340, 0.524, -0.649, 0.238, 0.211, 0.221, 0.229, 0.249, 0.236, -0.554, -0.070, 0.266, 0.229, 0.215, 0.058, 0.241, -0.522, -0.672, -0.120, 0.238, -0.443, 0.216, 0.237, -0.274, 0.447, 0.455, -0.601, 0.228], "charge": 1, "de_lowest_kcal_mol": 88.2, "gap_ev": [6.763, 7.684], "total_energy_ev": -14653.336}

# 4
{"formula": "C12H10BrMnN3", "method": "ωB97M-V/def2-TZVPD", "species": ["C", "Mn", "C", "H", "H", "C", "N", "C", "H", "C", "H", "C", "H", "H", "Br", "C", "C", "H", "N", "C", "N", "C", "H", "H", "H", "C", "C"], "coordinates": [[-1.39, 0.67, -0.60], [0.75, -0.13, -0.39], [1.62, -0.81, -2.35], [-2.18, -0.19, 2.55], [-1.52, 1.40, -1.39], [-1.63, -1.31, 0.65], [0.73, 0.02, 7.02], [0.86, 0.18, 5.84], [-1.11, 0.80, -3.38], [0.94, 0.37, 3.37], [2.91, 0.96, -1.73], [-1.78, 1.02, 0.75], [-1.74, -2.36, 0.85], [0.79, 2.46, -2.49], [2.29, -1.78, 0.38], [-0.13, 0.52, -3.05], [-1.87, -0.20, 1.50], [2.31, -1.63, -2.34], [0.80, 0.29, 2.20], [-1.32, -0.78, -0.67], [1.14, 0.41, 4.62], [0.35, -0.82, -2.97], [-2.09, 2.03, 0.99], [-1.32, -1.39, -1.57], [-0.18, -1.71, -3.26], [1.94, 0.60, -2.02], [0.85, 1.39, -2.51]], "nbo_charge": [-0.446, 1.124, -0.372, 0.196, 0.219, -0.301, -0.641, 0.484, 0.195, 0.548, 0.221, -0.297, 0.202, 0.200, -0.644, -0.327, -0.283, 0.237, -0.608, -0.487, -0.719, -0.303, 0.191, 0.228, 0.198, -0.510, -0.306], "charge": -2, "de_lowest_kcal_mol": 7.3, "gap_ev": [6.411, 6.856], "s2": 8.77, "total_energy_ev": -118438.312, "spin_multiplicity": 6}

# 5
{"formula": "C3H8N4O", "method": "ωB97M-V/def2-TZVPD", "species": ["C", "H", "H", "C", "H", "H", "H", "O", "H", "N", "N", "H", "N", "N", "C", "H"], "coordinates": [[-0.25, 0.40, 1.22], [1.32, 1.59, -1.98], [0.40, 1.85, 2.32], [1.53, -0.62, -1.16], [-1.10, -1.05, 2.08], [-1.28, -0.88, -0.71], [0.84, 0.37, -3.07], [-1.79, -1.21, 0.08], [1.68, -1.54, -1.77], [0.29, -0.09, -1.12], [0.07, 0.90, -0.06], [-0.58, 1.70, -0.37], [-0.75, -0.91, 1.05], [-0.08, 1.00, 2.32], [1.09, 0.51, -2.09], [2.16, -0.43, -0.27]], "nbo_charge": [0.535, 0.207, 0.361, -0.233, 0.386, 0.486, 0.197, -0.565, 0.224, -0.325, -0.545, 0.404, -0.383, -0.718, -0.257, 0.226], "de_lowest_kcal_mol": 145.4, "gap_ev": 9.766, "smiles": "[H]/N=C(/NO)NN1CC1", "total_energy_ev": -11243.318}

# 6
{"formula": "C22H18CoINOPS4", "method": "ωB97M-V/def2-TZVPD", "species": ["H", "C", "C", "C", "H", "H", "H", "C", "S", "H", "C", "H", "H", "C", "P", "C", "C", "C", "C", "H", "H", "C", "S", "H", "H", "C", "S", "H", "C", "C", "H", "H", "H", "H", "C", "Co", "O", "I", "C", "S", "H", "H", "C", "C", "N", "C", "C", "C", "C"], "coordinates": [[0.31, 2.27, 1.76], [2.94, 1.94, -0.14], [3.94, 4.30, -0.86], [2.02, -2.24, 4.13], [0.74, -2.93, -2.03], [-1.11, -2.22, 5.41], [2.49, -2.16, 2.04], [-3.75, -3.54, 0.87], [4.32, 2.98, 0.25], [3.06, -2.23, 4.44], [1.27, -5.01, -1.98], [1.25, -2.27, 6.14], [0.60, 0.85, 2.76], [-1.71, -2.33, 0.41], [0.10, -2.08, 0.57], [0.05, 1.23, 1.89], [-3.85, -1.26, 0.10], [0.89, -3.81, -1.41], [2.08, 2.43, -1.06], [-4.43, -0.38, -0.17], [-1.78, -4.35, 1.11], [1.49, -6.12, -1.17], [2.80, 0.42, 0.65], [-4.25, -4.44, 1.20], [1.52, -6.87, 0.83], [-2.36, -3.49, 0.81], [0.64, 1.63, -1.58], [-2.35, 0.75, -0.52], [0.70, -3.70, -0.04], [0.94, -4.81, 0.77], [-1.33, -0.23, -1.39], [1.80, -7.06, -1.61], [0.82, -4.74, 1.84], [1.42, -5.08, -3.05], [-0.32, -2.24, 4.67], [0.45, 0.15, 0.23], [4.61, 5.30, -0.97], [-2.01, 1.31, 2.59], [-0.64, -2.22, 3.32], [2.45, 4.01, -1.74], [-5.56, -2.42, 0.63], [-1.67, -2.18, 3.02], [1.33, -6.01, 0.20], [-2.46, -1.22, -0.01], [-1.78, -0.09, -0.49], [0.38, -2.23, 2.37], [1.01, -2.26, 5.08], [-4.48, -2.40, 0.55], [1.71, -2.22, 2.78]], "nbo_charge": [0.191, -0.420, 0.176, -0.212, 0.224, 0.207, 0.230, -0.244, 0.305, 0.213, -0.200, 0.206, 0.186, -0.372, 0.847, -0.853, -0.233, -0.225, -0.410, 0.214, 0.219, -0.217, -0.267, 0.209, 0.208, -0.172, -0.414, 0.407, -0.231, -0.229, 0.404, 0.207, 0.225, 0.210, -0.216, 0.771, -0.610, -0.086, -0.153, 0.311, 0.209, 0.218, -0.217, 0.188, -0.843, -0.360, -0.219, -0.188, -0.197], "charge": -1, "de_lowest_kcal_mol": 0.0, "gap_ev": [5.889, 5.985], "s2": 1.13, "total_energy_ev": -125003.914, "spin_multiplicity": 2}

# 7
{"formula": "C17H46N6O7P2S", "method": "ωB97M-V/def2-TZVPD", "species": ["H", "H", "H", "C", "H", "H", "N", "O", "C", "H", "H", "O", "P", "C", "H", "N", "H", "O", "H", "C", "H", "H", "H", "C", "C", "C", "H", "H", "H", "H", "C", "H", "N", "H", "H", "H", "H", "H", "P", "C", "C", "H", "O", "H", "H", "H", "H", "S", "C", "H", "H", "H", "H", "H", "O", "N", "N", "H", "H", "H", "H", "H", "O", "H", "O", "H", "H", "H", "H", "C", "C", "C", "C", "C", "N", "H", "H", "H", "C"], "coordinates": [[-3.04, -3.66, -0.39], [-0.58, 4.99, 0.95], [0.75, 0.42, 0.48], [0.40, -0.16, -0.37], [2.62, -5.94, -1.11], [3.67, 4.96, -1.12], [0.50, -5.93, -1.40], [-3.77, 1.39, 0.38], [-1.08, -3.34, 1.44], [2.02, -6.63, -2.64], [2.83, 6.93, -0.21], [-5.79, 2.25, -0.68], [-0.15, -4.48, -0.76], [2.02, 4.47, 3.84], [5.54, 5.09, 1.83], [3.67, 4.78, 0.98], [2.34, 5.52, 3.80], [1.05, -3.70, -0.39], [-1.64, 1.36, -0.58], [-1.43, -4.59, -3.12], [0.64, -7.45, 0.08], [-3.48, 0.08, -3.52], [1.31, 4.40, 4.67], [0.57, 2.87, 2.80], [-3.39, 0.18, -2.44], [1.86, -5.84, -1.90], [-1.74, -3.45, 2.30], [-1.55, -5.64, 2.47], [4.36, 3.44, -0.53], [4.24, 5.09, 2.98], [-0.82, -5.74, 1.65], [-0.12, 3.03, 3.63], [1.36, 4.08, 2.62], [-0.55, -0.61, -0.07], [-0.33, 6.43, 1.95], [4.80, 3.55, 2.31], [0.40, 0.29, -2.52], [5.26, 4.96, -0.36], [2.03, 4.31, 1.04], [-0.09, 5.96, 0.99], [-2.91, -4.41, -1.17], [-4.82, -1.51, -2.31], [1.94, 2.94, 0.50], [-3.57, -1.49, -1.07], [2.56, 7.44, 1.46], [-2.07, -3.86, -3.62], [-1.70, -5.59, -3.46], [-4.70, 1.35, -0.68], [-1.32, 1.16, -1.60], [-0.41, -4.39, -3.45], [-3.57, -4.13, -2.00], [-0.89, -7.40, -0.83], [1.37, 7.80, 0.20], [-0.50, 6.56, 0.18], [-2.04, 0.05, -2.14], [1.36, 5.81, 0.84], [-1.54, -4.48, -1.67], [0.18, -5.81, 2.09], [2.88, 3.85, 4.09], [-0.03, 2.66, 1.91], [-1.46, 2.06, -2.21], [1.17, 1.98, 3.01], [-5.19, -0.15, -0.87], [-0.11, -2.96, 1.78], [-3.98, 1.44, -2.11], [-3.23, -5.38, -0.78], [1.09, -0.97, -0.61], [-1.07, -6.68, 1.17], [0.72, 1.70, -1.46], [-4.23, -0.86, -1.67], [4.27, 4.51, -0.32], [0.15, 0.77, -1.57], [2.08, 7.05, 0.56], [4.59, 4.60, 2.08], [-0.98, -4.62, 0.75], [0.57, -8.00, -1.60], [-1.52, -2.58, 0.78], [2.04, -4.88, -2.39], [0.19, -7.25, -0.90]], "mulliken_charge": [0.282, 0.261, 0.155, -0.490, 0.317, 0.346, 0.310, -0.515, -0.746, 0.390, 0.291, -0.577, 0.415, -1.120, 0.365, 0.322, 0.307, -0.901, 0.224, -1.134, 0.334, 0.373, 0.354, -0.909, 0.042, -1.098, 0.410, 0.357, 0.272, 0.333, -1.070, 0.401, 0.341, -0.116, 0.300, 0.298, 0.295, 0.392, 0.172, -0.985, -0.978, 0.323, -0.839, -0.358, 0.243, 0.388, 0.311, 1.119, -0.520, 0.337, 0.415, 0.284, 0.370, 0.424, -0.205, 0.369, 0.560, 0.303, 0.326, 0.106, 0.493, 0.322, -0.370, 0.307, -0.386, 0.187, 0.401, 0.346, 0.304, 0.340, -1.123, -0.561, -0.905, -1.028, 0.219, 0.379, -0.112, 0.329, -1.119], "gap_ev": 8.879, "smiles": "CCCO[C@H]1COS(=O)(=O)O1.CN(C)P(=O)(N(C)C)N(C)C.CN(C)P(=O)(N(C)C)N(C)C", "total_energy_ev": -71060.256}

# 8
{"formula": "HNO2S", "method": "ωB97M-V/def2-TZVPD", "species": ["H", "S", "O", "O", "N"], "coordinates": [[0.34, -0.40, -1.71], [0.28, 0.54, 0.54], [-1.23, 0.41, 0.62], [0.68, 0.15, -0.97], [-0.08, -0.70, 1.51]], "nbo_charge": [0.539, 1.562, -0.676, -0.959, -0.466], "de_lowest_kcal_mol": 69.7, "gap_ev": 9.273, "total_energy_ev": -16431.579}